# 1
The following is a quantum chemistry calculation of a structure of composition C17H27AsMnN4O6PS, from the OMol25 dataset.

The spin multiplicity is 6. The charge is +1. The lowest unoccupied orbital energy (spin up / spin down) comes out at -2.5070 / -2.6132 eV. The expectation value of S² is 8.76. For the frontier orbital gap (spin up / spin down), the calculation gives 0.3453 / 0.3476 Ha.

The geometry in XYZ format:
```
58
Properties=species:S:1:pos:R:3:forces:R:3
Mn -0.04947 0.63380 -0.67796 0.239 0.128 0.368
O 1.78116 -1.15433 3.13326 0.532 -0.007 -0.602
As 0.90454 -1.31424 1.59186 0.771 0.322 1.871
O -0.51742 -1.92942 2.09913 -0.856 -0.560 -0.355
O 0.72874 0.29881 1.12951 -0.037 0.312 -0.811
C 2.34307 -2.19270 0.60945 -0.476 0.265 0.531
C 3.41389 -2.69968 1.33410 -0.043 -0.005 0.228
C 4.52547 -3.19522 0.66926 0.012 0.035 -0.048
C 4.57731 -3.18832 -0.71625 -0.120 0.034 0.055
C 3.49490 -2.70772 -1.43603 0.006 -0.016 -0.194
C 2.39143 -2.21040 -0.76809 -0.320 0.081 -0.375
S 1.03233 -1.59988 -1.73574 0.040 -0.916 -0.774
O 0.87408 -2.41327 -2.89669 0.219 -0.029 0.084
O 1.32775 -0.17269 -2.04100 0.022 0.214 0.081
O -0.14363 -1.59622 -0.82228 0.412 0.044 -0.050
H 1.15839 -1.16758 3.86263 -0.265 -0.096 0.016
H 3.37526 -2.69153 2.41579 0.029 0.025 -0.095
H 5.35876 -3.57635 1.24031 0.042 -0.046 0.040
H 5.44939 -3.56266 -1.23236 0.005 -0.034 -0.036
H 3.47678 -2.72098 -2.51349 0.101 -0.050 -0.170
C -4.91607 0.62481 1.83167 -0.429 0.322 0.199
N -3.62634 0.01888 2.35688 -0.256 0.054 0.231
C -3.69643 -1.50352 2.19218 0.193 -0.639 0.316
N -4.00750 -1.83773 0.85858 -0.276 -0.282 -0.099
C -5.24731 -1.23363 0.42506 -0.161 -0.182 -0.007
N -5.16897 0.21533 0.50255 -0.260 0.018 -0.044
C -4.25274 0.78152 -0.46519 0.443 0.381 -0.525
P -2.47965 0.20259 -0.21122 -1.420 -0.429 1.066
C -2.45294 0.55743 1.63586 0.978 0.228 -0.495
C -2.90807 -1.60909 -0.05118 0.670 -0.155 -0.420
H -4.83092 1.71342 1.88585 0.101 -0.116 0.103
H -5.73280 0.29082 2.47800 0.196 -0.020 0.057
H -3.52761 0.23561 3.35086 -0.010 -0.034 -0.055
H -4.47116 -1.87480 2.87004 0.059 0.231 -0.005
H -2.71303 -1.90970 2.45601 -0.082 0.194 0.080
H -6.06443 -1.58087 1.06240 0.038 0.036 0.001
H -5.46220 -1.53259 -0.59895 0.011 0.012 -0.026
H -4.30103 1.87080 -0.40074 0.047 -0.004 -0.085
H -4.58188 0.49373 -1.46658 0.064 0.066 0.032
H -2.37867 1.63899 1.79012 -0.148 -0.122 0.086
H -1.54739 0.07988 2.03391 -0.216 0.060 -0.029
H -2.01958 -2.14086 0.30302 -0.135 0.149 -0.037
H -3.16040 -1.99970 -1.03955 0.030 0.025 0.013
C 2.78831 3.02147 -3.27175 -0.094 -0.013 -0.013
C 2.74990 3.19855 -1.74408 1.042 0.103 -0.362
C 3.27070 4.57516 -1.31627 -0.253 -0.001 0.079
C 3.57392 2.09195 -1.05887 -0.136 -0.150 0.088
C 1.38315 2.97392 -1.34856 -1.686 -0.320 0.571
N 0.30189 2.66202 -1.06103 1.160 0.783 -0.378
H 3.81916 3.04117 -3.61603 0.096 0.013 0.051
H 2.24481 3.81978 -3.77019 -0.062 0.074 -0.053
H 2.34457 2.06694 -3.54840 0.036 -0.067 -0.072
H 4.29764 4.68519 -1.65475 0.063 -0.059 -0.067
H 3.25954 4.66944 -0.23353 -0.001 0.030 0.097
H 2.68042 5.38220 -1.74036 -0.063 0.081 -0.083
H 4.59725 2.11989 -1.42513 0.047 0.093 -0.074
H 3.14844 1.11341 -1.27414 0.095 -0.041 -0.017
H 3.58467 2.23820 0.01814 0.009 -0.018 0.113
```
Forces are in eV/Å.

# 2
The following is a quantum chemistry calculation of a cluster of 2 separate species, C17H27BClNO11 in total, from the OMol25 dataset.

The lowest unoccupied orbital energy comes out at 0.4663 eV. As for the SMILES: COB(O)[C@@](CCCCCCOC(C)=O)(CC(=O)Cl)OC(=O)OC#N.COC(=O)OC. For the frontier orbital gap, the calculation gives 0.4080 Ha.

The geometry in XYZ format:
```
58
Properties=species:S:1:pos:R:3:forces:R:3
C 2.76849 1.20338 0.89455 0.255 0.562 0.528
O 3.39078 0.72394 -0.31813 -0.246 -0.863 0.560
B 3.17162 -0.64095 -0.50327 -0.847 0.929 -0.388
O 2.19512 -1.01423 -1.42682 1.404 -0.125 0.119
C 3.89914 -1.85499 0.26863 -1.751 -1.015 -1.071
C 2.74051 -2.82810 0.73887 0.943 -0.090 1.093
C 1.75855 -2.18501 1.76592 -0.410 0.550 -0.233
C 0.37008 -1.76055 1.18101 -0.141 -0.507 0.438
C -0.31183 -2.81432 0.26833 -0.043 0.741 -0.708
C -1.73863 -2.34382 -0.20666 1.137 -0.559 -0.935
C -1.55764 -1.46566 -1.50768 -0.161 -0.524 -0.020
O -2.41958 -0.30436 -1.53643 0.557 0.253 0.779
C -1.79294 0.73110 -0.85163 -1.217 -0.251 1.532
C -2.28583 1.05088 0.58909 -0.995 -0.423 -0.634
O -0.89357 1.34327 -1.30960 1.057 0.458 -0.851
C 4.74838 -2.68397 -0.77005 -0.075 -0.815 -0.369
C 5.20198 -1.87748 -2.00857 -0.741 -1.233 0.544
O 6.03039 -1.06150 -1.97157 1.071 1.304 0.024
Cl 4.40513 -2.22637 -3.60126 0.008 -0.230 0.529
O 4.61246 -1.49269 1.48454 0.351 1.181 -0.194
C 5.75412 -0.81043 1.27770 -0.478 0.329 0.309
O 6.78858 -1.28505 1.04190 1.730 -1.262 -0.476
O 5.71690 0.60451 1.44422 -0.577 -0.167 -0.634
C 6.33426 1.21802 0.44492 -1.650 -1.307 2.435
N 6.68900 1.83143 -0.43631 1.108 1.255 -1.698
H 3.24885 0.75228 1.78964 -0.428 0.122 -0.525
H 1.67538 1.01141 0.89325 0.594 0.097 -0.055
H 2.93491 2.29714 0.98220 -0.096 -0.682 -0.347
H 2.17671 -0.38757 -2.16922 -0.385 0.066 0.394
H 3.25574 -3.66726 1.26378 -0.219 0.433 -0.438
H 2.26124 -3.26576 -0.15218 0.095 0.456 0.457
H 1.58712 -2.84148 2.64469 0.178 0.157 -0.677
H 2.21829 -1.25945 2.18436 -0.155 -0.696 -0.176
H -0.30823 -1.57469 2.04573 0.415 0.040 -0.479
H 0.47622 -0.79898 0.63757 -0.182 -0.546 0.109
H 0.28971 -2.86705 -0.67146 -0.314 -0.252 0.645
H -0.33532 -3.84022 0.68983 0.005 0.684 0.089
H -2.25408 -3.26475 -0.55600 -0.150 0.698 0.626
H -2.29978 -1.81498 0.58508 0.197 -0.359 -0.454
H -1.82692 -2.08405 -2.38957 0.110 0.525 0.499
H -0.50991 -1.13046 -1.64961 -0.499 -0.187 0.206
H -3.14272 0.40614 0.87474 0.645 0.260 -0.128
H -2.67527 2.08998 0.61530 0.550 -0.515 -0.002
H -1.44525 0.91437 1.29430 -0.427 0.195 -0.413
H 4.16605 -3.56091 -1.12447 0.150 0.719 0.279
H 5.65160 -3.12040 -0.28735 -0.413 0.614 -0.300
C -5.96451 3.13276 -2.23606 0.073 -0.068 -0.360
O -5.98347 3.04781 -0.81042 -0.022 0.043 0.138
C -6.70142 4.00366 -0.21238 0.052 -0.077 0.032
O -7.30311 4.88677 -0.76508 0.062 -0.098 0.069
O -6.63356 3.80646 1.10889 0.047 -0.046 -0.115
C -7.36090 4.76184 1.88100 -0.144 0.184 0.259
H -5.35465 2.30969 -2.60287 0.009 -0.030 0.247
H -6.97091 3.02896 -2.64113 0.022 0.155 0.045
H -5.51510 4.07134 -2.55980 -0.156 0.026 0.033
H -8.42305 4.72327 1.63997 0.072 0.096 -0.105
H -6.96782 5.76568 1.72091 -0.108 -0.032 -0.115
H -7.23157 4.49992 2.92900 0.130 -0.174 -0.119
```
Forces are in eV/Å.

# 3
The following is a quantum chemistry calculation of a cluster of 6 separate species, C17H27BrCl10I2N3O in total, from the OMol25 dataset.

The charge is +1. The lowest unoccupied orbital energy comes out at -4.2113 eV. For the frontier orbital gap, the calculation gives 0.2658 Ha.

The geometry in XYZ format:
```
61
Properties=species:S:1:pos:R:3:forces:R:3
C -1.67157 1.74850 -1.09315 0.052 -0.222 -0.457
C -1.39791 2.39607 -2.46991 -0.458 0.566 1.288
I -3.04694 3.80555 -2.82899 0.305 -0.568 -0.119
C -0.09352 3.21738 -2.53676 -0.084 -0.978 -1.497
N 0.99244 2.70735 -1.69676 -0.078 0.554 0.599
C 1.31672 3.23396 -0.46316 0.446 0.275 1.477
N 0.70667 4.32768 0.18561 0.130 -0.125 -0.795
C 0.85091 5.41035 -0.38356 -0.434 -0.977 -0.062
O 0.93035 6.38335 -0.97472 0.106 1.128 -0.069
C 2.34450 2.52681 0.06859 -0.515 -0.103 -0.795
N 2.64710 1.55457 -0.87466 0.298 -0.124 0.473
I 4.11059 0.15691 -0.61519 -0.019 0.101 -0.224
C 1.82659 1.68789 -1.91121 -0.055 -0.512 -0.548
Br 1.83863 0.60736 -3.41526 -0.123 0.267 0.234
H -2.02587 0.73757 -1.27178 -0.184 -0.065 0.144
H -2.42856 2.29403 -0.54438 0.033 0.002 0.210
H -0.78272 1.65227 -0.46796 0.047 0.072 -0.017
H -1.46216 1.64137 -3.24349 0.116 0.105 -0.232
H 0.27608 3.17994 -3.57418 0.067 -0.133 0.874
H -0.27844 4.26494 -2.34370 0.229 0.081 0.437
H 2.82741 2.65193 1.01580 0.203 -0.154 0.068
Cl -3.66575 -0.57855 -3.20813 0.035 0.078 -0.044
C -3.35477 -2.33189 -3.09071 -0.018 -0.122 -0.075
C -3.26678 -2.79630 -1.66181 -0.126 -0.182 0.022
Cl -1.81396 -2.17381 -0.83724 0.100 0.065 0.041
H -2.44304 -2.54967 -3.64074 0.037 0.058 0.040
H -4.18340 -2.83365 -3.58700 -0.040 0.026 0.042
H -3.20428 -3.88313 -1.63098 0.067 0.003 -0.025
H -4.13563 -2.48531 -1.08773 0.034 0.079 0.008
Cl -0.36935 4.56701 -5.09021 -0.036 0.769 -0.917
C -0.12111 6.24749 -5.66739 0.092 0.098 -0.243
C -0.04285 7.23863 -4.53578 0.035 0.024 0.031
Cl -1.59876 7.43811 -3.69651 0.003 -0.050 0.045
H -0.92855 6.48307 -6.35524 -0.077 -0.055 0.076
H 0.81544 6.25394 -6.22202 0.021 -0.043 0.036
H 0.23403 8.21476 -4.92990 -0.013 -0.016 -0.058
H 0.69860 6.94307 -3.79730 -0.011 -0.023 0.018
Cl 1.93840 -3.54468 1.55900 0.010 0.045 -0.086
C 2.11751 -2.54793 3.02988 0.071 0.008 0.069
C 1.14976 -1.39765 3.06809 -0.014 0.034 0.222
Cl 1.51965 -0.17821 1.80602 -0.182 0.072 -0.004
H 3.14820 -2.20489 3.07312 -0.006 0.011 -0.039
H 1.93621 -3.19894 3.87933 -0.076 -0.013 0.038
H 1.20882 -0.88452 4.03159 0.162 -0.198 -0.411
H 0.12385 -1.72559 2.92094 0.013 0.018 -0.124
Cl -0.52866 -8.89431 1.76039 -0.020 -0.006 -0.015
C 0.37475 -7.88846 0.60168 0.064 -0.043 -0.030
C -0.16905 -6.48596 0.52364 0.170 0.182 0.025
Cl -1.78552 -6.41598 -0.21908 -0.133 -0.028 -0.042
H 0.34614 -8.38146 -0.36678 -0.077 -0.012 0.008
H 1.40805 -7.85880 0.94361 -0.011 0.051 0.031
H 0.48283 -5.87056 -0.09446 0.025 -0.047 -0.020
H -0.23772 -6.02932 1.50736 -0.044 -0.043 0.017
Cl 2.28976 -3.30595 6.63516 0.028 0.000 -0.071
C 1.49001 -2.32658 7.88936 -0.003 0.085 0.135
C 0.14402 -1.80797 7.45517 -0.104 -0.034 0.129
Cl 0.25880 -0.57115 6.16612 -0.094 -0.009 0.354
H 2.16169 -1.51485 8.15602 0.014 0.010 -0.067
H 1.36562 -2.97095 8.75757 -0.050 -0.022 -0.022
H -0.34469 -1.32937 8.30159 0.027 0.043 -0.005
H -0.49855 -2.60550 7.09217 0.047 -0.001 -0.078
```
Forces are in eV/Å.

How do the records compare in E? In the order shown, they have -5460.627855 -2031.431383 -8674.555409 Ha.
How do the records compare in max |F|? In the order shown, they have 0.0398 0.0626 0.0348 Eh/bohr.